45
Properties=species:S:1:pos:R:3:forces:R:3 method="wB97M-V/def2-TZVPD" total_charge=+2 multiplicity=6 orbital_gap_ev="6.6441 / 6.6790" total_energy_ev=-209110.553 e_lumo_ev="-6.0 / -5.9"
Dy -0.617 -0.061 0.064 -1.1606 0.8385 2.0873
Te -3.380 -1.713 0.979 0.2493 -0.1266 0.8044
Br -0.851 5.124 1.088 -0.6090 -0.2232 0.1202
Br 4.331 4.827 -0.777 0.5081 0.6151 -0.1638
S -2.771 0.285 -1.592 0.7630 -0.3451 -1.7847
O -0.807 2.090 0.382 0.6551 -1.3650 -0.8124
O 0.491 -1.032 1.777 0.8527 -1.0389 0.7916
N 1.191 0.748 -1.002 0.6736 -1.4291 -1.4434
N -1.121 -1.540 -2.782 1.0639 -1.1025 -0.1659
N 0.895 -3.191 2.377 1.1470 0.3973 3.1739
N -0.821 -1.987 -1.473 0.6375 0.5892 -0.6250
N 1.781 -1.463 3.607 0.5272 1.3886 1.7469
N -2.360 -0.257 -4.183 0.2832 0.2155 0.7191
C -1.995 -0.550 -2.913 -2.3298 1.7976 -0.1130
C 1.307 2.081 -0.824 -0.3492 0.6318 0.4500
C 1.058 -1.874 2.586 -1.0850 0.6865 -1.6180
C 3.468 2.052 -1.875 -0.2361 -1.5492 -0.3592
C 1.623 4.799 -0.020 1.3726 -2.2885 -2.1173
C 0.420 4.137 0.155 -0.3825 -1.9650 0.2162
C -3.318 -0.071 2.412 -0.9483 0.2446 -0.3292
C 0.253 2.722 -0.123 -0.1078 3.0880 1.1071
C -2.573 -3.323 2.148 0.1914 1.2907 0.2738
C 2.492 2.767 -1.188 -0.7213 0.7150 0.6810
C 2.094 0.066 -1.730 0.0355 1.6336 0.7417
C 3.233 0.715 -2.223 0.2461 -0.1509 -0.0584
C 2.615 4.099 -0.717 0.1027 0.5767 0.6864
H -4.393 0.268 2.426 1.2921 -0.3107 0.4327
H 1.786 -0.447 3.830 -0.0887 -1.2324 -0.4177
H -1.496 -3.291 2.021 -0.1640 -0.3899 -0.0481
H -2.726 0.750 1.994 -0.0436 -0.0169 0.1252
H -0.028 -2.623 -1.435 -0.2845 -0.0633 -0.4831
H 0.721 -3.544 1.499 -0.5390 -0.7446 -2.0178
H -2.789 -3.118 3.194 -0.2527 -0.3506 -0.0279
H -3.021 0.495 -4.382 0.3062 -0.3297 0.4931
H 2.192 -2.057 4.351 -0.5147 0.3730 -1.1225
H 4.415 2.507 -2.089 0.2170 0.1959 -0.3005
H -1.644 -0.363 -4.873 0.1387 -0.2809 -0.6558
H 3.933 0.113 -2.817 -0.1363 0.5370 0.3618
H 1.940 -0.998 -1.820 0.0437 -0.1263 -0.2140
H -1.006 -2.201 -3.558 -0.0862 0.2654 0.4834
H -1.649 -2.359 -1.050 -0.5645 -0.7694 0.2793
H 1.296 -3.817 3.080 -0.2442 0.1346 -0.7174
H -2.911 -0.359 3.398 -0.4332 -0.0180 -0.5987
H -3.063 -4.184 1.748 -0.0458 -0.7154 0.1332
H 1.808 5.782 0.328 0.0205 0.7175 0.2852